{
  "formula": "C30H69AsF6N3NaO4",
  "method": "the ωB97M-V functional and the def2-TZVPD basis",
  "species": ["Na", "As", "F", "F", "F", "F", "F", "F", "C", "C", "N", "C", "C", "C", "C", "H", "H", "H", "H", "H", "H", "H", "H", "H", "H", "H", "H", "H", "H", "H", "C", "C", "N", "C", "C", "C", "C", "H", "H", "H", "H", "H", "H", "H", "H", "H", "H", "H", "H", "H", "H", "H", "C", "C", "N", "C", "C", "C", "C", "H", "H", "H", "H", "H", "H", "H", "H", "H", "H", "H", "H", "H", "H", "H", "C", "C", "O", "C", "H", "H", "H", "H", "H", "H", "C", "C", "O", "C", "H", "H", "H", "H", "H", "H", "C", "C", "O", "C", "H", "H", "H", "H", "H", "H", "C", "C", "O", "C", "H", "H", "H", "H", "H", "H"],
  "positions_angstrom": [[6.51209, -22.02261, 8.04642], [9.27078, -21.50565, 5.10232], [8.08575, -21.79596, 6.39463], [8.00799, -21.25257, 3.94334], [10.50659, -21.36645, 3.89003], [10.54890, -21.73517, 6.29078], [9.23958, -23.22583, 4.81947], [9.33613, -19.80591, 5.45713], [11.00630, -23.38356, -3.05999], [11.59617, -22.77747, -1.77128], [10.62538, -22.46618, -0.74097], [10.17658, -23.60396, 0.03600], [9.56809, -23.27005, 1.38690], [9.57545, -21.55942, -1.16349], [10.11988, -20.22278, -1.64199], [11.82169, -23.74188, -3.69196], [10.40775, -22.69083, -3.65359], [10.34225, -24.22438, -2.84474], [12.31766, -23.48518, -1.36005], [12.18089, -21.90741, -2.07289], [9.43105, -24.17717, -0.54394], [11.05702, -24.22177, 0.22182], [8.68442, -22.63362, 1.36605], [9.24778, -24.20649, 1.85398], [10.32874, -22.88168, 2.06130], [8.88613, -21.40503, -0.33461], [8.94013, -22.00914, -1.94863], [9.31368, -19.50015, -1.79719], [10.75219, -20.28070, -2.52273], [10.66450, -19.77787, -0.80404], [4.87618, -20.37893, 10.17006], [5.76831, -19.28708, 9.58298], [6.26194, -19.66039, 8.23212], [7.48252, -18.86386, 7.98416], [8.75545, -19.42366, 8.64634], [5.22672, -19.28751, 7.26347], [5.45912, -19.86921, 5.87006], [3.98033, -20.59520, 9.59323], [4.62119, -20.11697, 11.19935], [5.45735, -21.30009, 10.29769], [5.22157, -18.33655, 9.52529], [6.58391, -19.07688, 10.27427], [7.72249, -18.92413, 6.92227], [7.28268, -17.80971, 8.21016], [8.79344, -20.50285, 8.52465], [9.57834, -18.95806, 8.10946], [8.79708, -19.19700, 9.71234], [5.15107, -18.19444, 7.17700], [4.24401, -19.63084, 7.59257], [4.72292, -19.57387, 5.12535], [5.44459, -20.96276, 5.88453], [6.42876, -19.57001, 5.46764], [7.85900, -25.08848, 7.03042], [7.71875, -24.98785, 8.54182], [8.14571, -23.68423, 9.09712], [9.54751, -23.43502, 8.76624], [10.57031, -24.47391, 9.28587], [7.80899, -23.63752, 10.51365], [8.14814, -22.27193, 11.13902], [7.45034, -24.20794, 6.52163], [7.26269, -25.89158, 6.59116], [8.87708, -25.22009, 6.66717], [6.66456, -25.12991, 8.79097], [8.29041, -25.81519, 8.97404], [9.67449, -23.40723, 7.68616], [9.84870, -22.43601, 9.07883], [10.51415, -24.59903, 10.37076], [10.46230, -25.44225, 8.80315], [11.57434, -24.08514, 9.11351], [8.29845, -24.43566, 11.09245], [6.74248, -23.87112, 10.59750], [9.19901, -22.17933, 11.39464], [7.58632, -22.19816, 12.07469], [7.77739, -21.48017, 10.49232], [13.65359, -20.34393, 6.20301], [12.86850, -19.34292, 5.40509], [12.85532, -19.40251, 4.19975], [12.12558, -18.20501, 6.09122], [13.12867, -20.65757, 7.10629], [14.64389, -19.98211, 6.48346], [13.79023, -21.19991, 5.54327], [11.37614, -18.67654, 6.73396], [11.61544, -17.57422, 5.37146], [12.78200, -17.61163, 6.72983], [10.80166, -26.04571, 3.77154], [11.54072, -25.94452, 5.08575], [11.59656, -26.89122, 5.84396], [12.14858, -24.63058, 5.47938], [10.07913, -25.22684, 3.75010], [10.26212, -26.98902, 3.76425], [11.51208, -25.94406, 2.95203], [12.23198, -23.89785, 4.67565], [13.15042, -24.73282, 5.89937], [11.54150, -24.18209, 6.26895], [9.14720, -17.85267, 3.06453], [9.09397, -18.95228, 2.03975], [10.07000, -19.52327, 1.63469], [7.71860, -19.27308, 1.49393], [8.50733, -18.08289, 3.91376], [8.82603, -16.92542, 2.58018], [10.16408, -17.69933, 3.41961], [6.96459, -19.24936, 2.27942], [7.72035, -20.27107, 1.06295], [7.47083, -18.50694, 0.75522], [4.92531, -21.23114, 2.29678], [3.57029, -21.17739, 2.93544], [3.30741, -21.79298, 3.94011], [2.50414, -20.37095, 2.22064], [5.67362, -21.39727, 3.07119], [5.13945, -20.34205, 1.70788], [5.00549, -22.07520, 1.60696], [1.49754, -20.51574, 2.60242], [2.53482, -20.65414, 1.16518], [2.72556, -19.30183, 2.26782]],
  "lowdin_charge": [0.474, 0.795, -0.267, -0.220, -0.221, -0.251, -0.238, -0.228, -0.093, -0.249, -0.189, -0.255, -0.084, -0.265, -0.083, 0.067, 0.059, 0.065, 0.108, 0.102, 0.112, 0.112, 0.057, 0.061, 0.065, 0.075, 0.110, 0.070, 0.061, 0.067, -0.066, -0.239, -0.215, -0.229, -0.053, -0.243, -0.065, 0.074, 0.085, 0.051, 0.123, 0.112, 0.085, 0.128, 0.045, 0.063, 0.070, 0.126, 0.114, 0.076, 0.070, 0.058, -0.070, -0.239, -0.211, -0.245, -0.055, -0.256, -0.063, 0.059, 0.085, 0.067, 0.113, 0.116, 0.070, 0.103, 0.068, 0.070, 0.079, 0.118, 0.111, 0.080, 0.081, 0.040, -0.024, -0.503, 0.071, -0.016, 0.073, 0.083, 0.081, 0.052, 0.068, 0.081, -0.014, -0.500, 0.045, -0.020, 0.053, 0.082, 0.090, 0.081, 0.087, 0.062, -0.019, -0.505, 0.087, -0.030, 0.064, 0.088, 0.073, 0.055, 0.063, 0.093, -0.022, -0.510, 0.058, -0.023, 0.068, 0.067, 0.102, 0.079, 0.085, 0.085],
  "charge": 0,
  "lumo_ev": -0.428,
  "homo_ev": -7.299,
  "gap_ha": 0.2525
}

=====

{
  "formula": "C23H22ClN4O7S",
  "method": "the ωB97M-V functional and the def2-TZVPD basis",
  "species": ["O", "O", "O", "O", "O", "O", "Cl", "O", "S", "C", "C", "C", "C", "C", "C", "C", "C", "C", "C", "C", "C", "C", "C", "C", "C", "C", "C", "C", "N", "N", "N", "N", "C", "C", "C", "C", "H", "H", "H", "H", "H", "H", "H", "H", "H", "H", "H", "H", "H", "H", "H", "H", "H", "H", "H", "H", "H", "H"],
  "positions_angstrom": [[0.34886, -1.91119, 3.04020], [-4.82522, 1.50903, 2.91291], [3.79013, -5.17041, -3.62661], [4.24301, -2.13891, -0.61180], [3.16596, -0.23166, -4.53736], [2.72234, -1.55721, 0.87630], [-3.34307, 3.23225, 5.11815], [3.05444, -1.72438, 3.50912], [-6.22582, 0.09183, 0.43905], [0.71320, -1.05054, 3.83086], [-4.03965, 1.93596, 2.07568], [3.88590, -3.96503, -3.43792], [3.08092, -1.80180, -0.30137], [3.43421, -0.76987, -3.46232], [-7.04314, 0.02294, -1.11898], [-6.71514, 1.07659, -1.93584], [-4.29971, 3.88938, -1.15265], [-1.39415, 1.44954, 5.77193], [-0.41747, 0.47775, 5.50650], [-3.93635, 3.49839, 0.14118], [-5.21761, 3.12934, -1.88249], [-1.03431, 0.53985, 3.17549], [-2.18840, 1.97220, 4.74072], [-5.41317, 1.58931, -0.01486], [-0.24036, 0.00536, 4.19594], [-4.48488, 2.34151, 0.73244], [-5.76788, 1.98301, -1.30683], [-2.00354, 1.50875, 3.42493], [2.04097, -0.99294, 4.21684], [-2.67865, 2.00956, 2.31181], [4.49977, -0.40075, -2.74347], [2.77999, -3.28002, -3.14526], [5.23885, -3.31334, -3.61414], [5.45742, 0.63190, -3.12298], [2.04881, -1.58926, -1.42440], [2.48716, -1.85007, -2.88872], [2.88696, -1.73740, 2.51274], [-7.72660, -0.77309, -1.39573], [-7.10865, 1.21404, -2.93836], [-3.86746, 4.78363, -1.59178], [-1.54178, 1.80931, 6.78523], [0.17960, 0.07206, 6.31841], [-3.22755, 4.11095, 0.69286], [-5.49744, 3.42328, -2.88925], [-0.89265, 0.16575, 2.16374], [2.32214, -0.18022, 4.75704], [-2.13298, 2.08623, 1.46051], [4.65767, -0.91940, -1.87696], [1.99146, -3.89413, -3.03545], [5.18558, -2.56469, -4.39984], [5.54410, -2.87100, -2.66892], [5.95993, -4.07894, -3.89252], [4.94181, 1.58808, -3.22102], [5.91259, 0.37375, -4.08022], [6.23165, 0.71130, -2.35869], [1.19206, -2.23215, -1.21466], [1.69256, -0.55984, -1.36291], [1.57355, -1.67460, -3.45624]],
  "lowdin_charge": [0.072, 0.046, 0.004, -0.039, 0.022, -0.046, 0.686, -0.044, 1.039, -0.446, -0.444, -0.543, -0.652, -0.478, -0.379, -0.125, -0.071, -0.094, -0.020, -0.027, -0.025, 0.065, -0.561, -0.389, -0.136, -0.140, -0.268, -0.246, 0.025, 0.116, 0.021, 0.125, 0.006, -0.058, -0.055, -0.188, 0.051, 0.066, 0.107, 0.101, 0.100, 0.114, 0.116, 0.112, 0.139, 0.132, 0.149, 0.087, 0.144, 0.077, 0.068, 0.079, 0.079, 0.078, 0.083, 0.115, 0.118, 0.133],
  "charge": -1,
  "lumo_ev": 1.781,
  "homo_ev": -5.875,
  "gap_ha": 0.2814
}

=====

{
  "formula": "C28H33N2OSc",
  "method": "the ωB97M-V functional and the def2-TZVPD basis",
  "species": ["C", "C", "C", "H", "C", "C", "H", "C", "C", "C", "H", "C", "C", "H", "H", "H", "H", "H", "H", "Sc", "C", "C", "C", "H", "H", "H", "H", "H", "H", "C", "C", "H", "H", "O", "N", "C", "H", "C", "C", "H", "C", "H", "C", "H", "C", "H", "C", "H", "H", "H", "C", "C", "C", "C", "C", "C", "N", "H", "H", "H", "H", "H", "H", "H", "H"],
  "positions_angstrom": [[-1.39473, -2.14457, 2.06083], [-1.86411, -0.79637, 2.04414], [-1.99078, -0.38788, 0.68636], [-2.14840, -0.20382, 2.91517], [-1.60871, -1.48689, -0.14751], [-1.27326, -2.57891, 0.70391], [-1.68912, -1.52100, -1.23501], [2.20765, -0.52362, 2.51371], [1.04668, -0.04182, 3.19535], [0.56196, 1.09823, 2.47931], [0.63591, -0.43920, 4.12462], [1.38670, 1.28795, 1.31947], [2.40295, 0.26632, 1.34228], [-2.44111, 0.54142, 0.33926], [-1.04449, -3.59181, 0.37083], [-1.26542, -2.76178, 2.94907], [3.22904, 0.19221, 0.63130], [-0.25322, 1.75924, 2.78262], [2.87168, -1.31009, 2.86727], [0.32049, -0.87461, 1.11524], [1.29315, 2.39350, 0.28501], [2.69250, 2.95680, 0.01611], [0.35162, 3.50655, 0.75568], [3.12125, 3.33794, 0.95062], [2.62699, 3.77203, -0.70784], [3.36200, 2.19246, -0.38843], [0.72382, 3.94528, 1.68922], [-0.66687, 3.13263, 0.91961], [0.31197, 4.29181, -0.00804], [0.68754, 1.75547, -0.99656], [0.57391, 2.65228, -2.23693], [-0.32567, 1.38770, -0.74910], [1.28740, 0.88112, -1.31485], [1.20302, 3.69506, -2.41545], [-0.30530, 2.21555, -3.19417], [-1.19555, 1.05858, -3.13679], [-0.29174, 2.75335, -4.05293], [-2.52324, 1.37705, -2.47081], [-3.51532, 0.39098, -2.44391], [-3.30800, -0.57205, -2.92102], [-4.74190, 0.64373, -1.82448], [-5.50015, -0.14104, -1.79628], [-4.99630, 1.89986, -1.25593], [-5.96411, 2.10509, -0.79028], [-4.01358, 2.89453, -1.29668], [-4.19244, 3.88250, -0.86712], [-2.77766, 2.63554, -1.90909], [-2.02015, 3.42259, -1.97290], [-0.70446, 0.21938, -2.60829], [-1.37827, 0.71739, -4.16764], [2.23310, -2.04531, -1.63068], [2.30723, -2.95332, -0.46406], [3.07114, -4.13687, -0.36268], [2.81949, -4.67830, 0.91553], [1.91592, -3.80797, 1.56274], [1.34625, -3.96007, 2.91360], [1.61720, -2.76098, 0.71325], [1.93218, -2.60545, -2.53105], [3.21672, -1.58381, -1.82427], [1.49717, -1.23126, -1.49367], [3.71724, -4.51184, -1.14628], [3.22315, -5.57383, 1.37158], [0.27578, -4.20716, 2.87462], [1.85300, -4.78308, 3.43707], [1.47026, -3.04741, 3.51533]],
  "lowdin_charge": [-0.165, -0.161, -0.159, 0.122, -0.158, -0.147, 0.101, -0.144, -0.156, -0.107, 0.120, -0.261, -0.099, 0.106, 0.127, 0.109, 0.127, 0.121, 0.120, 0.957, -0.485, -0.024, -0.028, 0.100, 0.077, 0.086, 0.098, 0.085, 0.090, -0.054, -0.446, 0.101, 0.121, 0.045, 0.056, -0.134, 0.153, -0.226, -0.066, 0.118, -0.078, 0.107, -0.089, 0.104, -0.076, 0.106, -0.038, 0.114, 0.110, 0.136, -0.059, -0.388, -0.085, -0.081, -0.391, -0.063, -0.024, 0.083, 0.085, 0.033, 0.086, 0.085, 0.059, 0.084, 0.060],
  "charge": 0,
  "lumo_ev": 0.145,
  "homo_ev": -6.515,
  "gap_ha": 0.2448
}

=====

{
  "formula": "C8H10Cl2NO7Ti",
  "method": "the ωB97M-V functional and the def2-TZVPD basis",
  "species": ["Ti", "O", "C", "C", "N", "C", "C", "O", "O", "C", "C", "O", "O", "H", "H", "H", "H", "H", "H", "H", "H", "H", "Cl", "C", "Cl", "C", "O", "O", "H"],
  "positions_angstrom": [[0.55110, -0.37922, -0.56292], [0.44267, 1.63514, -1.39644], [-0.61153, 2.37641, -0.72711], [-0.52487, 2.03764, 0.74467], [-0.72518, 0.58213, 0.96278], [-0.10233, 0.11473, 2.22321], [1.41708, 0.10214, 2.04316], [2.16529, -0.00476, 2.97190], [1.75075, 0.21650, 0.76362], [-2.13212, 0.14414, 0.78048], [-2.23364, -0.78593, -0.42156], [-3.15134, -1.53801, -0.57880], [-1.19842, -0.60745, -1.23277], [0.34095, 1.71999, -2.35503], [-1.57443, 2.08321, -1.14317], [-0.46093, 3.44220, -0.87951], [-1.26106, 2.62288, 1.30130], [0.46764, 2.30436, 1.09719], [-0.41056, -0.91560, 2.39845], [-0.36253, 0.71770, 3.09336], [-2.77527, 1.00338, 0.58123], [-2.51184, -0.35114, 1.66936], [0.79940, -1.47088, -3.10645], [2.13146, -2.16249, -2.11549], [3.09262, -0.75780, -1.55679], [1.53271, -2.95555, -0.89851], [1.82288, -4.11689, -0.83031], [0.77778, -2.24805, -0.10054], [2.74368, -2.80879, -2.72531]],
  "lowdin_spin": [0.922, 0.014, 0.005, 0.003, 0.003, 0.005, 0.001, -0.001, -0.004, 0.001, 0.001, -0.002, -0.003, 0.001, 0.000, 0.000, 0.000, 0.000, 0.001, 0.001, 0.000, 0.000, 0.007, 0.001, 0.007, 0.005, -0.002, 0.033, 0.000],
  "spin_multiplicity": 2,
  "charge": 0,
  "lumo_ev": [-0.202, -0.201],
  "s2": 0.752,
  "homo_ev": [-8.470, -10.145],
  "gap_ha": [0.3038, 0.3654]
}